1.
Formula: C31H26FN2RuS2Sb2
Source: the OMol25 dataset
Level of theory: the ωB97M-V functional and the def2-TZVPD basis

```
65
Properties=species:S:1:pos:R:3
H -0.42599 4.29618 3.02733
Sb -0.85627 -3.53452 1.32217
C -2.79284 -1.86013 -0.44984
H 0.60097 -1.55087 6.03238
S -2.37890 -1.33208 -4.23753
H -1.44991 -0.53855 2.36673
C 2.68795 2.26602 -2.08979
H 3.21650 2.07602 -1.16219
C -1.88808 -0.22660 -6.59946
C -3.56245 0.39808 -0.10537
C 0.29302 3.60069 2.61370
H -3.10397 -3.50988 3.42632
C 0.70234 2.14040 -3.43399
C -1.46316 -2.13160 6.04043
C 2.12675 1.81204 1.54233
H 2.45735 -1.22502 1.65997
H 0.77505 -0.83065 1.67369
H 2.71635 -0.40547 -0.45299
C -1.97786 -1.78522 0.69250
C 3.34505 2.91123 -3.12844
C 0.00013 -2.37614 4.14524
N -2.37588 0.18732 -7.55460
N 1.50049 0.26120 -7.23392
H 1.67340 -3.36883 1.98695
C -2.80712 0.46322 1.05554
H 1.82583 4.08758 4.03296
H -0.33503 1.84247 -3.55962
C 0.10185 -0.69006 -5.27649
Sb 0.30216 0.78489 -0.74403
C -0.21311 -1.98037 5.46167
C 1.35603 2.78738 -4.47354
C -0.05028 2.82234 1.51654
H 1.58818 -1.58454 -1.05988
C 1.36512 1.86185 -2.24094
C -2.50029 -2.68444 5.30101
C 1.70953 -0.80272 -0.31071
C -3.56504 -0.76812 -0.85716
F -0.32104 -3.19550 -1.53560
C 1.52760 -1.38841 1.10798
H -2.87341 -2.79998 -0.98929
C 1.55500 3.48403 3.17654
Ru -0.88523 -1.45730 -2.26483
H -2.83111 1.35662 1.66757
C 0.86286 1.92270 0.97162
H 0.83711 2.98774 -5.40228
H 0.98440 -2.23830 3.71494
C -1.29479 -0.72345 -5.38902
C 2.47087 2.59108 2.63869
H -4.16935 1.24067 -0.41059
C -1.03059 -2.92822 3.38900
H 3.19893 3.65866 -5.13401
H -4.19131 -0.84741 -1.73733
C 0.86718 -0.16041 -6.37237
H 1.59111 -3.38544 0.23977
H -3.47894 -2.80930 5.74738
C -2.28132 -3.08043 3.98974
H -1.62948 -1.82279 7.06450
H 4.37801 3.21221 -3.00832
C 2.68211 3.16580 -4.32109
H -1.03819 2.92242 1.08219
S 0.97817 -1.22843 -3.94671
C 1.20142 -2.88795 1.12672
C -2.01964 -0.61305 1.44740
H 2.85422 1.11503 1.14637
H 3.45753 2.49630 3.07404
```

Results
DFT total energy in eV: -75590.365
Multiplicity: 6
Energy above the lowest of the compared OMol25 structures with the same formula, charge and spin in kcal/mol: 2.9
LUMO (alpha / beta) in eV: -0.722 / -2.990


2.
Formula: C16H35Cl10N
Source: the OMol25 dataset
Level of theory: the ωB97M-V functional and the def2-TZVPD basis

```
62
Properties=species:S:1:pos:R:3
H 4.12294 -4.53626 1.29405
H 2.40594 -6.02726 -0.98595
H -0.43906 -1.72426 1.84905
H 0.48894 3.44174 -0.10095
Cl -1.88106 0.60874 -5.12495
H -3.32206 2.97674 -1.25195
Cl -1.89306 -0.02226 0.87305
C 2.64094 -5.71726 0.07805
H 1.74794 1.67074 -0.54095
H 2.60594 -6.57426 0.77005
H -2.72506 2.62574 2.50705
N -1.34006 2.93574 -0.56095
H 4.55994 1.56774 -0.62795
C -2.34106 2.76074 -1.70395
H -1.54806 -2.49726 0.37205
H -2.41306 -0.76126 3.79805
H -3.53606 3.35474 1.14405
H 4.40894 0.87174 1.73705
H 0.54094 1.01074 -1.60895
C 4.89894 0.12474 1.10505
H 0.80994 -0.41926 0.35005
C -2.20606 3.59774 -2.88895
C 0.67694 1.60474 -0.84895
H -2.22106 1.33574 0.46205
Cl 6.62894 2.27174 0.30305
Cl 3.71994 -1.07826 0.70605
H -3.08906 3.54674 -3.51495
Cl 3.75594 -3.30926 -0.84595
H -0.88306 -0.02026 6.11705
H -3.42706 -2.03326 -4.84195
H -1.34606 3.11974 -3.55095
H -1.10306 2.16074 1.25005
C -1.88706 -0.87926 -4.16595
H -2.26806 4.09274 1.66105
H -1.99206 4.50074 -2.33995
H 0.35694 0.89374 -0.21995
H -1.08406 -1.54326 -4.61995
C -0.92806 -1.51126 0.89705
H -2.33106 1.76274 -2.10495
H -2.72506 0.64874 4.55205
H 0.50694 3.32974 -1.73595
C 0.28494 -1.33826 0.13805
C -1.79006 2.27574 0.62705
C -2.74506 3.09374 1.48805
C -0.98606 -0.44726 5.11005
C -2.37006 -0.45426 4.60305
C 3.92294 -4.79326 0.24405
C -3.23106 -1.59126 -3.91695
Cl -0.11506 -1.37926 -1.68895
Cl -4.54606 -0.33226 -3.50595
H -3.47806 -2.33526 -3.01695
C 5.47094 1.05474 -0.17495
Cl 1.21194 -4.88026 0.60905
Cl 0.02594 0.63974 4.18605
H 5.78994 0.36674 -0.84595
H -1.47806 -0.46326 -3.25695
H 5.78494 -0.31226 1.53805
H 4.84094 -5.17826 -0.20595
C 0.02994 2.81374 -0.95795
H -0.30606 -1.27526 5.10705
H 1.13094 -2.11426 0.50305
Cl -3.39506 -1.51126 5.77605
```

Results
DFT total energy in eV: -143862.490
Energy above the lowest of the compared OMol25 structures with the same formula, charge and spin in kcal/mol: 128.1
LUMO in eV: 0.334


3.
Formula: C4H7NO2
Source: the OMol25 dataset
Level of theory: the ωB97M-V functional and the def2-TZVPD basis

```
14
Properties=species:S:1:pos:R:3
N -0.07180 0.95834 0.30854
H -1.29526 -1.79953 -1.29381
H -1.74560 -1.59035 0.39886
H 1.24700 -1.58392 -1.33031
H -1.43841 1.76748 1.45979
C 1.48593 1.05309 0.37413
O -0.93779 0.92913 1.46599
C 0.99669 -0.83801 -0.57937
H 1.79040 1.60356 -0.52907
C -0.20308 -0.30082 -0.34296
C -1.48575 -1.04334 -0.52307
H 1.99044 1.49512 1.24805
O 2.00495 -0.23411 0.14269
H -2.33772 -0.41666 -0.79945
```

Results
Structure (SMILES): CC1=COCN1O
DFT total energy in eV: -9843.237
Energy above the lowest of the compared OMol25 structures with the same formula, charge and spin in kcal/mol: 93.2
LUMO in eV: 0.880